A cluster of 2 separate species, C4H8ClNO4 in total at a distorted geometry, computed with ωB97M-V/def2-TZVPD.

**HOMO level**: -0.3268 hartree
**Relative energy (zero: lowest compared OMol25 entry of this formula, charge and spin)**: 35.8 kcal/mol
**Frontier orbital gap**: 0.3463 Ha
**LUMO**: 0.5 eV
**Net charge**: 0
**Multiplicity**: 1
**SMILES**: [O-]/[N+](O)=C(/Cl)CO.CC=O

```
18
Properties=species:S:1:pos:R:3:forces:R:3:lowdin_charge:R:1
C 1.361 1.419 0.656 -1.444 1.990 2.214 -0.052
C -0.489 -1.621 -0.517 2.321 0.318 -0.499 -0.210
C 0.100 1.635 -0.160 -0.492 1.730 1.594 -0.310
C -1.328 -0.636 0.190 -0.565 0.163 -0.351 -0.688
N -2.280 -0.084 -0.470 -1.933 0.428 -1.431 -0.353
O -2.464 -0.115 -1.718 0.400 -0.216 0.666 -0.017
O -3.273 0.523 0.282 -0.713 0.660 -0.021 0.013
O 0.640 -2.090 0.259 -0.241 1.506 -2.427 -0.047
O -0.943 2.134 0.287 2.708 -0.764 -1.620 -0.015
Cl -1.272 -0.363 1.834 0.195 -0.504 1.338 0.889
H 2.232 1.242 0.094 1.099 0.194 -0.890 0.056
H 1.114 0.476 1.083 0.059 -1.127 0.715 0.020
H 1.513 2.144 1.567 -0.356 -1.225 -1.963 0.133
H -0.223 -1.332 -1.564 0.571 0.620 1.131 0.146
H -1.087 -2.417 -0.795 -1.655 -2.131 -0.054 0.104
H 0.281 1.215 -1.167 -1.013 0.171 -0.278 0.126
H 0.261 -2.464 1.022 -0.539 -0.863 1.677 0.041
H -3.917 1.005 -0.318 1.600 -0.949 0.198 0.165
```
Positions in Å, forces in eV/Å.